# 1
The molecule C13H20N4O2S. Source: the OMol25 dataset; level of theory: wB97M-V/def2-TZVPD.

Each line ends with the natural charge from an NBO analysis.
Atoms and positions in Å:
C1 -3.208 -4.143 2.905  -0.508
C2 -2.725 -3.230 1.886  -0.444
C3 -3.801 -2.412 1.406  -0.402
C4 -3.275 -1.159 0.413  -0.373
C5 -2.654 -1.677 -1.084  -0.532
S1 -1.987 -0.303 -1.957  0.258
C6 -0.526 0.159 -1.095  0.308
N1 -0.194 -0.477 -0.049  -0.582
C7 1.105 0.186 0.492  0.504
C8 1.367 1.234 -0.513  -0.130
C9 2.395 2.109 -0.431  0.577
O1 2.682 3.281 -0.890  -0.636
N2 3.136 1.729 0.824  -0.597
C10 2.926 0.809 1.689  0.754
O2 3.911 0.208 2.482  -0.656
N3 1.766 -0.182 1.382  -0.400
C11 1.439 -1.195 2.056  -0.437
N4 0.091 1.223 -1.614  -0.364
C12 -0.048 2.143 -2.427  -0.212
C13 0.588 1.482 -3.884  -0.514
H1 -3.729 -3.498 3.846  0.183
H2 -2.292 -4.778 3.276  0.193
H3 -3.752 -4.725 2.504  0.159
H4 -2.054 -3.710 1.248  0.219
H5 -1.811 -2.644 2.290  0.189
H6 -4.451 -2.852 0.614  0.204
H7 -4.295 -1.802 2.091  0.217
H8 -2.400 -0.619 0.900  0.212
H9 -4.077 -0.459 0.269  0.192
H10 -1.768 -2.126 -0.750  0.257
H11 -3.420 -1.925 -1.506  0.202
H12 3.997 2.200 0.955  0.447
H13 0.694 -1.136 2.933  0.217
H14 2.379 -1.250 2.876  0.270
H15 1.277 -2.086 1.610  0.229
H16 -1.131 2.184 -2.563  0.209
H17 0.441 3.182 -2.189  0.257
H18 0.036 0.759 -4.012  0.177
H19 1.476 1.477 -3.795  0.173
H20 0.329 2.348 -4.642  0.180

Values from the calculation:
energy	-1274.5839	Eh
relative energy (zero: lowest compared OMol25 entry of this formula, charge and spin)	356.9	kcal per mole

# 2
A structure of composition C9H18IO13PS4. Source: the OMol25 dataset; level of theory: wB97M-V/def2-TZVPD.

Each line ends with the natural charge from an NBO analysis.
Atoms and positions in Å:
C1 -1.342 -0.304 1.374  -0.612
C2 -0.496 0.352 0.250  -0.551
S1 0.798 -0.777 -0.339  0.257
C3 2.412 -0.207 0.289  -0.606
C4 2.499 0.003 1.809  -0.141
P1 2.605 -1.669 2.593  1.512
O1 3.798 -2.386 2.077  -1.089
O2 1.591 0.944 2.386  -0.683
S2 2.067 2.402 1.857  2.528
O3 1.695 3.291 2.900  -0.884
O4 1.633 2.765 0.557  -0.879
O5 3.633 2.043 1.734  -0.702
C5 3.863 0.685 2.182  -0.042
I1 4.254 0.955 4.288  0.143
H1 -1.858 0.486 1.927  0.209
H2 -2.085 -0.949 0.901  0.210
H3 -0.713 -0.897 2.038  0.198
H4 -1.190 0.607 -0.553  0.230
H5 -0.112 1.287 0.642  0.239
H6 3.110 -1.014 0.043  0.270
H7 2.801 0.678 -0.222  0.245
H8 2.690 -1.539 3.990  -0.056
H9 1.384 -2.326 2.340  -0.055
H10 4.684 0.291 1.590  0.247
C6 -2.374 -5.697 -0.885  -0.099
C7 -1.323 -5.627 -1.974  -0.102
O6 -1.257 -4.237 -2.314  -0.682
S3 -1.543 -3.350 -1.013  2.550
O7 -0.308 -2.931 -0.446  -0.897
O8 -2.562 -2.413 -1.323  -0.898
O9 -2.158 -4.518 -0.100  -0.686
H11 -3.382 -5.654 -1.300  0.194
H12 -2.275 -6.584 -0.266  0.214
H13 -1.584 -6.218 -2.847  0.215
H14 -0.343 -5.936 -1.605  0.197
C8 -2.156 5.212 -2.712  -0.098
C9 -2.771 4.114 -1.870  -0.101
O10 -1.713 3.168 -1.690  -0.691
S4 -0.303 3.938 -1.626  2.544
O11 0.065 4.120 -0.274  -0.876
O12 0.572 3.338 -2.567  -0.893
O13 -0.821 5.344 -2.217  -0.687
H15 -2.106 4.926 -3.765  0.191
H16 -2.686 6.157 -2.618  0.210
H17 -3.622 3.642 -2.354  0.212
H18 -3.071 4.485 -0.886  0.193

Values from the calculation:
energy	-3563.5177	Eh

Number 1: HOMO -8.373 eV, HOMO-LUMO gap 8.5 eV. Number 2: HOMO -8.214 eV, HOMO-LUMO gap 8.4 eV.